Record 1
DFT (the ωB97M-V functional and the def2-TZVPD basis) results for a molecular structure, C3H4O2Sc at a distorted geometry.

Calculated values
ΔE to the lowest compared entry with this formula, charge and spin, kJ/mol: 445.0
Multiplicity: 1
DFT total energy, a.u.: -1027.3111
Orbital gap (alpha / beta), eV: 6.109 / 6.134
Total charge: +1

Cartesian coordinates (Å):
C  0.09  1.86  -1.28
O  0.47  -1.29  -0.63
C  -0.38  -0.80  0.48
C  0.07  0.58  0.72
O  -0.70  1.26  -0.34
Sc  -1.16  -0.22  -1.86
H  0.63  -2.23  -0.54
H  -0.29  -1.47  1.35
H  1.17  0.60  0.88
H  0.11  1.71  1.22



Record 2
DFT (the ωB97M-V functional and the def2-TZVPD basis) results for a molecular structure, C49H41FeIN6O3P2STe at a distorted geometry.

Calculated values
ΔE to the lowest compared entry with this formula, charge and spin, kJ/mol: 193.9
Multiplicity: 6
DFT total energy, a.u.: -5356.1839
Orbital gap (alpha / beta), eV: 7.359 / 6.214
Total charge: +1

Cartesian coordinates (Å):
Fe  0.49  0.53  -0.84
Te  1.55  -3.68  0.93
C  3.01  -4.98  0.10
C  3.17  -5.07  -1.28
C  4.12  -5.95  -1.77
N  4.88  -6.72  -1.00
C  4.70  -6.64  0.32
C  3.78  -5.78  0.92
C  1.63  -2.25  -0.63
P  2.74  -0.80  -0.72
C  3.50  -0.23  0.86
C  3.28  -0.68  2.16
C  3.88  -0.03  3.23
C  4.70  1.07  3.03
C  4.94  1.51  1.73
C  4.35  0.86  0.66
C  4.25  -1.63  -1.38
C  4.98  -2.47  -0.54
C  6.06  -3.17  -1.04
C  6.43  -3.04  -2.37
C  5.73  -2.19  -3.20
C  4.64  -1.48  -2.71
P  -0.09  -1.87  -1.08
C  -0.68  -3.50  -1.68
C  -1.65  -4.21  -0.99
C  -2.09  -5.43  -1.46
C  -1.54  -5.97  -2.62
C  -0.54  -5.28  -3.29
C  -0.11  -4.05  -2.82
C  0.13  -0.91  -2.67
C  1.27  -1.07  -3.47
C  1.41  -0.37  -4.66
C  0.43  0.54  -5.06
C  -0.70  0.70  -4.28
C  -0.87  -0.03  -3.11
H  2.57  -4.47  -1.95
H  4.28  -6.05  -2.84
H  5.33  -7.28  0.93
H  3.69  -5.75  2.00
H  2.65  -1.53  2.34
H  3.73  -0.41  4.24
H  5.16  1.57  3.87
H  5.60  2.35  1.56
H  4.55  1.20  -0.35
H  4.70  -2.56  0.50
H  6.62  -3.83  -0.38
H  7.28  -3.60  -2.75
H  6.03  -2.06  -4.23
H  4.10  -0.80  -3.36
H  -2.07  -3.80  -0.07
H  -2.85  -5.98  -0.92
H  -1.89  -6.92  -2.99
H  -0.09  -5.71  -4.18
H  0.67  -3.51  -3.36
H  2.05  -1.75  -3.16
H  2.28  -0.53  -5.28
H  0.55  1.10  -5.98
H  -1.47  1.40  -4.59
H  -1.79  0.07  -2.55
C  0.39  1.28  4.48
N  0.92  2.15  3.45
C  1.48  3.40  3.65
C  1.82  3.89  2.45
N  1.48  2.93  1.50
C  0.90  1.87  2.13
S  0.29  0.42  1.49
C  1.49  3.16  0.11
C  1.15  4.40  -0.40
C  1.05  4.55  -1.77
C  1.36  3.48  -2.59
C  1.75  2.29  -2.00
N  1.80  2.13  -0.66
H  0.94  1.45  5.41
H  0.51  0.25  4.16
H  -0.67  1.48  4.65
H  1.57  3.83  4.63
H  2.32  4.80  2.19
H  0.91  5.22  0.27
H  0.73  5.49  -2.20
H  1.29  3.55  -3.67
H  2.14  1.47  -2.59
I  -6.80  -1.60  -0.73
C  -4.76  -1.33  -0.46
C  -4.14  -0.76  0.63
N  -2.83  -0.76  0.35
N  -2.56  -1.28  -0.85
C  -3.73  -1.64  -1.36
H  -4.54  -0.37  1.55
H  -2.08  -0.33  0.89
H  -3.79  -2.11  -2.33
O  -3.87  1.47  -1.60
C  -3.73  2.81  -1.80
C  -4.60  3.52  -2.63
C  -4.43  4.88  -2.81
C  -3.42  5.55  -2.14
C  -2.57  4.85  -1.30
C  -2.71  3.47  -1.13
C  -1.66  2.72  -0.36
O  -1.40  3.01  0.81
O  -1.06  1.81  -1.06
H  -4.67  1.17  -2.05
H  -5.40  2.99  -3.14
H  -5.10  5.42  -3.47
H  -3.29  6.62  -2.27
H  -1.79  5.36  -0.75



Record 3
DFT (the ωB97M-V functional and the def2-TZVPD basis) results for a molecular structure, C37H74IN5O5P2S at a distorted geometry.

Calculated values
Multiplicity: 1
DFT total energy, a.u.: -3482.6730
Orbital gap, eV: 6.725
Total charge: 0

Cartesian coordinates (Å):
C  -1.72  -2.51  3.96
C  -2.43  -1.20  3.43
O  -2.49  -0.25  4.18
O  -2.99  -1.22  2.15
C  -2.26  -0.33  1.25
C  -1.06  -1.09  0.57
C  -0.01  -0.14  -0.14
C  1.21  0.21  0.81
C  2.62  0.18  0.08
C  3.29  -1.28  0.11
C  3.27  -1.96  -1.32
C  3.23  -3.55  -1.27
C  1.78  -4.09  -1.58
C  1.17  -3.64  -2.83
C  -0.23  -4.02  -3.29
C  -0.72  -3.39  -4.64
C  -1.42  -4.40  -5.64
C  -2.94  -3.92  -5.79
I  -3.05  -2.10  -7.01
C  -1.00  -4.90  -2.40
P  -2.75  -5.41  -2.82
P  -3.05  -7.50  -2.22
O  -4.08  -8.10  -3.12
O  -3.65  -7.57  -0.65
O  -1.67  -8.41  -2.30
C  -0.41  -5.40  -1.10
N  -1.00  -6.20  -0.13
S  0.14  -6.38  1.07
N  1.45  -5.50  0.55
C  1.00  -4.99  -0.67
H  -0.95  -2.20  4.73
H  -1.26  -3.00  3.05
H  -2.43  -3.21  4.48
H  -2.99  0.08  0.50
H  -1.84  0.53  1.84
H  -0.56  -1.73  1.36
H  -1.50  -1.83  -0.17
H  -0.56  0.82  -0.41
H  0.32  -0.63  -1.09
H  1.21  -0.49  1.69
H  1.04  1.25  1.24
H  3.26  0.94  0.61
H  2.50  0.56  -0.98
H  2.80  -1.88  0.92
H  4.35  -1.10  0.46
H  2.39  -1.51  -1.87
H  4.18  -1.58  -1.87
H  3.45  -3.84  -0.21
H  3.99  -3.94  -1.99
H  1.77  -2.97  -3.50
H  0.21  -2.98  -5.14
H  -1.37  -2.48  -4.44
H  -1.47  -5.45  -5.23
H  -0.95  -4.44  -6.66
H  -3.30  -3.60  -4.77
H  -3.62  -4.73  -6.16
H  -3.61  -4.62  -2.00
H  -4.24  -6.79  -0.58
H  -1.13  -8.15  -3.07
C  3.60  5.33  -5.78
C  2.58  4.69  -4.85
N  3.05  3.49  -4.18
C  2.00  2.75  -3.51
C  1.29  3.42  -2.33
C  4.29  3.62  -3.43
C  4.34  4.65  -2.30
H  3.95  4.62  -6.53
H  3.15  6.18  -6.30
H  4.47  5.72  -5.23
H  1.71  4.43  -5.46
H  2.24  5.45  -4.13
H  2.39  1.78  -3.18
H  1.23  2.50  -4.26
H  1.91  3.41  -1.44
H  0.38  2.86  -2.09
H  1.00  4.45  -2.55
H  5.10  3.86  -4.14
H  4.58  2.64  -3.03
H  3.87  5.60  -2.58
H  5.38  4.86  -2.04
H  3.85  4.27  -1.40
C  -1.63  6.61  -4.88
C  -2.71  6.31  -3.85
N  -2.18  6.00  -2.53
C  -3.19  5.47  -1.62
C  -4.35  6.40  -1.21
C  -1.28  6.99  -1.94
C  -1.81  8.41  -1.75
H  -0.92  5.77  -4.96
H  -2.09  6.75  -5.86
H  -1.07  7.51  -4.65
H  -3.28  5.45  -4.21
H  -3.41  7.16  -3.82
H  -2.70  5.11  -0.71
H  -3.63  4.58  -2.08
H  -4.03  7.14  -0.49
H  -5.14  5.81  -0.74
H  -4.79  6.91  -2.07
H  -0.38  7.04  -2.56
H  -0.91  6.61  -0.98
H  -2.37  8.77  -2.61
H  -0.97  9.09  -1.60
H  -2.44  8.49  -0.86
C  1.04  -1.53  6.86
C  0.00  -2.17  7.77
N  0.45  -3.39  8.42
C  -0.63  -4.13  9.06
C  -1.34  -3.46  10.24
C  1.68  -3.29  9.19
C  1.72  -2.27  10.34
H  1.39  -2.24  6.10
H  0.61  -0.67  6.35
H  1.91  -1.17  7.43
H  -0.87  -2.41  7.14
H  -0.34  -1.42  8.49
H  -0.26  -5.11  9.39
H  -1.38  -4.36  8.30
H  -0.74  -3.49  11.15
H  -2.27  -4.01  10.47
H  -1.62  -2.43  10.04
H  2.50  -3.05  8.50
H  1.94  -4.28  9.58
H  1.27  -1.32  10.07
H  2.76  -2.08  10.62
H  1.22  -2.65  11.23



Record 4
DFT (the ωB97M-V functional and the def2-TZVPD basis) results for 2 unconnected molecules or ions with the total composition C3H9NO2S at a distorted geometry.

Calculated values
ΔE to the lowest compared entry with this formula, charge and spin, kJ/mol: 468.7
Multiplicity: 1
DFT total energy, a.u.: -722.9898
Orbital gap, eV: 8.378
Total charge: 0
SMILES: [NH3+][O-].CC(=S)CO

Cartesian coordinates (Å):
C  2.62  -0.27  -0.08
C  0.48  1.16  -0.23
C  1.16  -0.19  -0.08
N  -2.61  -0.86  0.21
O  -0.57  1.21  0.62
O  -2.74  0.32  -0.44
S  0.39  -1.58  0.25
H  3.11  -1.07  -0.78
H  3.00  0.77  -0.37
H  2.78  -0.49  1.00
H  0.24  1.31  -1.28
H  1.27  1.89  -0.04
H  -2.56  -1.65  -0.47
H  -1.63  -0.81  0.55
H  -1.51  1.14  0.25
H  -3.42  -0.90  0.89



Record 5
DFT (the ωB97M-V functional and the def2-TZVPD basis) results for 2 unconnected molecules or ions with the total composition C2H9ClSi2 at a distorted geometry.

Calculated values
ΔE to the lowest compared entry with this formula, charge and spin, kJ/mol: 183.3
Multiplicity: 1
DFT total energy, a.u.: -1120.7180
Orbital gap, eV: 7.885
Total charge: 0

Cartesian coordinates (Å):
C  1.91  -1.18  1.49
C  -1.21  0.54  -1.93
Si  1.70  0.00  -0.06
Si  -1.57  0.58  -0.12
Cl  -3.65  0.48  0.15
H  1.43  -0.78  2.43
H  1.39  -2.15  1.34
H  2.99  -1.36  1.72
H  -0.67  -0.27  -2.28
H  -2.20  0.66  -2.47
H  -0.65  1.47  -2.09
H  2.82  0.81  0.59
H  -0.96  -0.56  0.67
H  -1.33  1.76  0.56



Record 6
DFT (the ωB97M-V functional and the def2-TZVPD basis) results for C4H6N4 in the gas phase at a distorted geometry.

Calculated values
ΔE to the lowest compared entry with this formula, charge and spin, kJ/mol: 435.7
Multiplicity: 1
DFT total energy, a.u.: -374.8954
Orbital gap (alpha / beta), eV: 7.581 / 7.580
Total charge: 0

Cartesian coordinates (Å):
C  -1.53  -0.69  -0.17
C  -0.90  0.42  0.32
C  -0.75  -1.87  -0.20
C  1.13  -0.63  -0.03
N  0.55  -1.78  -0.10
N  -1.18  1.69  0.00
N  2.20  -0.09  0.09
N  2.84  0.94  0.40
H  -2.47  -0.64  -0.69
H  -0.21  0.33  1.14
H  -1.17  -2.85  -0.37
H  -0.62  2.43  0.38
H  -1.68  1.90  -0.85
H  3.80  0.86  0.07



Record 7
DFT (the ωB97M-V functional and the def2-TZVPD basis) results for 5 unconnected molecules or ions with the total composition C2H13NO5 at a distorted geometry.

Calculated values
ΔE to the lowest compared entry with this formula, charge and spin, kJ/mol: 44.5
Multiplicity: 1
DFT total energy, a.u.: -514.9796
Orbital gap, eV: 10.666
Total charge: 0
SMILES: CC(N)=O.O.O.O.O

Cartesian coordinates (Å):
C  0.12  -1.81  0.82
C  1.39  -1.01  0.79
N  1.42  0.12  1.52
O  2.30  -1.25  -0.01
H  -0.08  -2.09  1.86
H  0.28  -2.69  0.21
H  -0.73  -1.17  0.59
H  2.14  0.83  1.57
H  0.63  0.34  2.10
H  1.52  -1.13  -1.60
H  1.41  -0.90  -3.10
O  0.86  -1.03  -2.32
H  -1.17  0.55  -1.73
H  0.16  0.67  -1.11
O  -0.78  0.76  -0.88
H  -3.51  -0.19  1.51
H  -2.16  0.15  0.92
O  -2.67  -0.60  1.26
H  0.24  3.98  -0.86
H  -0.73  2.80  -0.94
O  -0.64  3.69  -0.59



Record 8
DFT (the ωB97M-V functional and the def2-TZVPD basis) results for 4 unconnected molecules or ions with the total composition C21H28F9O12S.

Calculated values
Multiplicity: 1
DFT total energy, a.u.: -3016.6100
Orbital gap, eV: 8.532
Total charge: +1

Cartesian coordinates (Å):
C  -3.51  -3.06  3.84
C  -2.77  -3.59  2.63
O  -3.74  -3.95  1.60
C  -3.32  -3.94  0.33
S  -3.59  -2.19  -0.44
C  -4.07  -2.58  -2.14
C  -5.57  -2.23  -2.29
O  -6.38  -3.05  -2.05
O  -5.83  -1.02  -2.79
C  -1.87  -1.41  -0.36
F  -0.93  -2.34  -0.23
F  -1.96  -0.75  0.80
C  -1.49  -0.38  -1.50
F  -2.63  0.02  -2.10
F  -0.94  0.65  -0.87
C  -0.46  -0.82  -2.59
F  0.69  -1.09  -1.97
F  -0.32  0.22  -3.41
C  -0.84  -2.04  -3.49
F  -1.82  -1.69  -4.32
F  0.21  -2.46  -4.16
F  -1.32  -3.05  -2.72
H  -3.69  -1.98  3.76
H  -4.46  -3.57  3.95
H  -2.91  -3.24  4.74
H  -2.18  -4.48  2.86
H  -2.08  -2.84  2.21
H  -2.27  -4.19  0.15
H  -3.99  -4.53  -0.30
H  -3.46  -2.03  -2.86
H  -3.95  -3.65  -2.29
H  -5.45  -0.28  -2.28
C  -0.41  3.53  -2.87
C  -1.30  4.70  -2.54
C  -1.08  5.97  -3.34
O  -1.44  6.98  -2.40
C  -1.27  6.49  -1.15
O  -1.33  7.13  -0.15
O  -1.03  5.16  -1.20
H  -0.66  2.67  -2.26
H  -0.52  3.26  -3.92
H  0.63  3.78  -2.68
H  -2.36  4.41  -2.57
H  -1.69  6.05  -4.23
H  -0.02  6.09  -3.60
C  3.32  2.10  2.48
C  2.49  2.70  1.38
C  1.88  1.70  0.42
O  1.78  2.45  -0.79
C  2.73  3.43  -0.75
O  3.02  4.10  -1.68
O  3.28  3.50  0.48
H  3.65  2.85  3.19
H  2.71  1.37  3.02
H  4.20  1.60  2.07
H  1.70  3.35  1.79
H  0.89  1.36  0.73
H  2.54  0.84  0.26
C  6.69  -2.21  3.15
C  5.20  -2.44  3.19
C  4.43  -2.08  1.94
O  3.15  -1.69  2.45
C  3.33  -1.27  3.73
O  2.50  -0.71  4.37
O  4.58  -1.56  4.15
H  7.16  -2.53  4.08
H  7.12  -2.79  2.33
H  6.91  -1.16  3.00
H  4.96  -3.46  3.50
H  4.31  -2.90  1.24
H  4.88  -1.22  1.43



Record 9
DFT (the ωB97M-V functional and the def2-TZVPD basis) results for a molecular structure, C15H34N6O2SSi3Tl.

Calculated values
ΔE to the lowest compared entry with this formula, charge and spin, kJ/mol: 0.0
Multiplicity: 1
DFT total energy, a.u.: -2510.0390
Orbital gap, eV: 7.723
Total charge: +1

Cartesian coordinates (Å):
Tl  -0.93  -0.27  0.23
N  -1.84  0.14  2.45
N  -2.56  -0.94  2.98
C  -2.92  -2.00  2.24
N  -3.70  -2.89  2.85
S  -2.46  -2.29  0.63
H  -1.23  0.50  3.17
H  -2.49  0.89  2.16
H  -3.03  -0.77  3.86
H  -4.02  -2.79  3.79
H  -3.99  -3.71  2.34
C  -1.25  -0.73  -3.54
O  -0.54  -0.48  -2.32
Si  1.12  -0.43  -2.10
C  1.86  1.01  -3.01
C  1.87  -1.98  -2.80
C  1.22  -0.27  -0.21
Si  1.67  1.45  0.51
C  1.61  1.47  2.38
C  0.46  2.76  -0.06
C  3.41  1.85  -0.04
Si  1.79  -1.85  0.71
C  3.65  -1.89  0.60
C  1.30  -1.86  2.52
C  1.04  -3.39  -0.07
H  -1.06  0.06  -4.26
H  -2.31  -0.78  -3.31
H  -0.94  -1.68  -3.97
H  1.62  0.92  -4.07
H  2.95  0.99  -2.93
H  1.51  1.99  -2.67
H  2.13  -1.81  -3.85
H  1.19  -2.83  -2.75
H  2.79  -2.26  -2.28
H  0.70  1.03  2.79
H  1.65  2.52  2.70
H  2.46  0.97  2.84
H  -0.45  2.75  0.54
H  0.16  2.67  -1.10
H  0.90  3.75  0.07
H  4.07  0.99  0.07
H  3.82  2.66  0.57
H  3.45  2.18  -1.08
H  4.09  -1.16  1.29
H  4.02  -1.65  -0.41
H  4.05  -2.87  0.87
H  1.81  -1.10  3.11
H  1.58  -2.84  2.93
H  0.22  -1.76  2.68
H  1.77  -3.91  -0.69
H  0.17  -3.19  -0.70
H  0.72  -4.08  0.71
N  -2.47  2.28  -2.01
C  -2.93  2.03  -0.78
O  -2.67  0.88  -0.22
C  -3.69  2.96  -0.06
C  -4.00  2.60  1.27
N  -4.16  2.18  2.33
C  -4.10  4.17  -0.67
N  -4.35  5.16  -1.21
H  -2.74  3.13  -2.49
H  -2.01  1.55  -2.52



Record 10
DFT (the ωB97M-V functional and the def2-TZVPD basis) results for a molecular structure, C10H23N3 at a distorted geometry.

Calculated values
ΔE to the lowest compared entry with this formula, charge and spin, kJ/mol: 125.9
Multiplicity: 1
DFT total energy, a.u.: -558.9081
Orbital gap, eV: 8.959
Total charge: 0

Cartesian coordinates (Å):
C  1.75  -1.45  1.04
C  2.17  0.00  1.50
C  0.37  -1.45  0.40
C  1.25  0.84  0.57
C  -0.67  -1.66  1.48
C  0.19  -2.47  -0.77
C  2.00  1.71  -0.46
C  0.26  1.53  1.49
C  -3.15  1.35  -1.26
C  -2.08  0.31  -0.79
N  0.56  -0.16  -0.25
N  -0.51  0.93  -2.38
N  -0.75  0.85  -1.03
H  2.29  -1.76  0.17
H  1.79  -2.13  1.85
H  1.79  0.11  2.59
H  3.28  0.14  1.56
H  -1.10  -0.70  1.92
H  -0.21  -2.22  2.35
H  -1.50  -2.30  0.99
H  0.27  -3.48  -0.40
H  1.02  -2.50  -1.45
H  -0.76  -2.13  -1.17
H  2.23  0.98  -1.24
H  2.87  2.24  -0.01
H  1.32  2.51  -0.86
H  -0.28  0.68  1.97
H  -0.46  2.19  0.99
H  0.85  2.09  2.23
H  -2.82  1.51  -2.25
H  -4.17  0.85  -1.37
H  -3.15  2.30  -0.85
H  -2.10  0.23  0.26
H  -2.37  -0.70  -1.18
H  0.21  1.58  -2.73
H  -0.39  0.18  -2.93



Record 11
DFT (the ωB97M-V functional and the def2-TZVPD basis) results for a molecular structure, C3H8ClO3SZn at a distorted geometry.

Calculated values
Multiplicity: 2
DFT total energy, a.u.: -2981.6422
Orbital gap (alpha / beta), eV: 5.784 / 5.702
Total charge: +2

Cartesian coordinates (Å):
Zn  -3.58  -3.86  0.64
Cl  -2.44  -2.13  -0.74
O  2.21  0.38  -1.34
S  1.96  -0.11  0.01
O  3.03  0.02  0.96
O  0.65  0.82  0.60
C  -0.32  1.21  -0.28
C  -1.23  2.22  0.31
C  1.26  -1.84  0.08
H  -0.92  0.40  -0.69
H  0.03  1.57  -1.25
H  -1.72  2.82  -0.45
H  -0.57  2.90  0.83
H  -1.97  1.90  1.04
H  2.02  -2.38  -0.48
H  0.29  -1.88  -0.41
H  1.30  -2.03  1.16